# 1
Formula: C2H7N4S2
Source: the Open Molecules 2025 dataset
Level of theory: ωB97M-V/def2-TZVPD

SMILES: NN1C[N@H+](S)NC1=S
LUMO energy: -4.49 eV
Highest occupied orbital energy: -12.81 eV
DFT total energy: -1095.42079 a.u.
Net charge: +1
ΔE to the lowest compared entry with this formula, charge and spin: 2.2548 eV

```
15
C2H7N4S2, DFT ωB97M-V/def2-TZVPD
S 1.701 0.647 1.521
S -0.064 -2.551 -1.247
N -0.329 0.129 -0.929
N 0.008 0.221 1.321
N 0.158 0.391 -2.247
N -0.266 -1.124 0.903
C -0.558 1.005 0.161
C -0.244 -1.159 -0.482
H -0.033 1.871 0.096
H 1.937 -0.229 2.501
H -0.052 -0.365 -2.881
H -1.575 1.323 0.326
H 0.320 -1.749 1.425
H -0.529 0.466 2.060
H -0.474 1.124 -2.528
```


# 2
Formula: C24H45F9N7O2S3
Source: the Open Molecules 2025 dataset
Level of theory: ωB97M-V/def2-TZVPD

LUMO energy: -2.23 eV
Highest occupied orbital energy: -10.61 eV
DFT total energy: -3568.30408 a.u.
Net charge: +1

```
90
C24H45F9N7O2S3, DFT ωB97M-V/def2-TZVPD
S 0.600 1.848 0.040
S -1.017 -6.392 1.574
S -1.030 4.044 -1.106
F 0.232 -5.524 1.097
F -3.479 -4.572 0.104
F -2.225 -7.285 2.043
F -1.154 -4.008 2.699
F -0.457 -6.376 3.055
F -3.061 -5.073 2.629
F -1.569 -6.439 0.094
F -0.175 -7.682 1.277
F -2.868 -2.789 1.214
O 3.734 -1.043 -1.002
O -3.216 3.064 -6.255
N 2.311 -0.540 2.127
N 3.455 0.605 0.611
N 2.811 1.777 2.551
N 1.576 -1.043 3.168
N 2.544 -1.366 1.045
N -1.515 1.414 -1.481
N -2.923 5.130 -7.073
C -2.240 1.763 -2.707
C 0.699 2.062 3.869
C 1.119 -2.938 -0.243
C -2.880 -0.567 -0.797
C -0.327 -2.577 0.154
C -1.323 2.206 -3.845
C 0.633 -2.617 5.814
C -1.952 -4.773 1.914
C 2.302 3.786 1.167
C -2.280 6.173 -7.851
C 1.622 -1.483 5.596
C 2.865 0.675 1.812
C 3.346 3.013 1.959
C -2.411 0.851 -0.458
C 2.097 -2.750 0.908
C -2.407 -3.968 0.662
C 1.884 3.099 -0.142
C -2.566 3.826 -6.955
C 2.227 1.849 3.883
C -1.356 -3.602 -0.360
C 2.364 -1.622 4.271
C -0.754 2.452 -0.953
C -1.345 3.368 -7.718
C 3.265 -0.632 0.177
H 1.128 -0.517 5.680
H 0.467 3.114 3.791
H -1.413 5.787 -8.375
H 2.484 0.981 4.476
H 2.513 -2.683 4.095
H -1.888 0.839 0.493
H -0.401 -2.399 1.220
H -1.664 1.799 -4.784
H -0.460 3.917 -7.395
H 1.541 3.851 -0.842
H -1.907 -3.161 -1.184
H 1.399 -2.341 -1.104
H -0.547 -1.628 -0.322
H 3.322 -1.109 4.323
H -3.960 -0.580 -0.895
H 2.675 2.700 4.378
H -1.193 2.311 -7.523
H -0.037 -2.732 4.965
H 1.680 -3.098 1.842
H 0.271 1.682 4.791
H -0.302 1.898 -3.630
H 2.754 2.631 -0.587
H -2.477 -0.903 -1.747
H -3.007 2.515 -2.531
H -2.625 -1.288 -0.029
H 3.892 -1.993 -1.008
H 1.208 -3.972 -0.560
H -0.861 -4.472 -0.768
H -1.300 3.286 -3.917
H -1.960 6.985 -7.196
H 0.020 -2.445 6.691
H -1.485 3.510 -8.790
H 2.716 4.757 0.910
H 4.223 2.809 1.358
H 0.278 1.549 3.011
H 2.992 -3.350 0.731
H -2.980 6.578 -8.584
H -3.276 1.506 -0.350
H 1.416 3.950 1.773
H 1.156 -3.556 5.964
H -3.745 5.371 -6.541
H 2.377 -1.533 6.375
H 0.866 -0.396 3.475
H 3.679 3.631 2.786
H -2.727 0.852 -3.036
```


# 3
Formula: C5H20O6
Source: the Open Molecules 2025 dataset
Level of theory: ωB97M-V/def2-TZVPD

Spin multiplicity: 2
LUMO energy (alpha / beta): 3.28 / 3.24 eV
Highest occupied orbital energy (alpha / beta): 0.29 / -5.91 eV
DFT total energy: -653.85459 a.u.
Net charge: -1
ΔE to the lowest compared entry with this formula, charge and spin: 0.0000 eV

```
31
C5H20O6, DFT ωB97M-V/def2-TZVPD
O -2.544 -3.133 -1.150
O -0.877 -2.362 0.914
O -2.047 -0.621 -1.648
O -1.784 1.683 1.929
O -0.620 0.792 -3.928
O 0.189 2.291 3.904
C 3.864 -0.588 0.816
C 1.975 0.768 -0.087
C 0.132 1.768 -1.371
C 2.424 -0.334 0.516
C 0.546 0.956 -0.409
H -0.045 0.369 0.281
H 0.224 2.410 2.944
H 0.870 2.405 -1.841
H -0.924 1.864 -1.572
H -0.402 -1.528 0.821
H -1.846 -3.608 -0.688
H 1.804 -1.191 0.742
H -1.468 0.863 -3.462
H -3.427 -3.213 -0.773
H -2.555 2.190 2.226
H -0.726 1.992 3.971
H -2.471 -1.176 -2.312
H 4.325 -0.153 1.709
H -1.758 -2.149 1.281
H 2.715 1.548 -0.252
H -0.348 -0.027 -3.486
H 4.050 -1.661 0.721
H 4.609 -0.196 0.109
H -2.123 1.341 1.098
H -1.761 -1.298 -1.004
```


# 4
Formula: CH2NO2S2
Source: the Open Molecules 2025 dataset
Level of theory: ωB97M-V/def2-TZVPD

SMILES: NC([S-])=S(=O)=O
LUMO energy: 3.61 eV
Highest occupied orbital energy: -3.61 eV
DFT total energy: -1040.94941 a.u.
Net charge: -1
ΔE to the lowest compared entry with this formula, charge and spin: 0.3200 eV

```
8
CH2NO2S2, DFT ωB97M-V/def2-TZVPD
S -0.092 -1.316 2.331
S 1.883 -2.234 0.013
O -0.832 -0.027 2.231
O 1.133 -1.167 3.167
N -0.218 -0.446 -0.229
C 0.629 -1.310 0.568
H 0.036 -0.362 -1.151
H -1.063 -0.042 0.383
```


- What is the net charge in the second record?
  +1